Model 1:
The following is a DFT calculation (ωB97M-V/def2-TZVPD) of a 2-piece molecular cluster, C3H6N4O overall.

```
! wB97M-V def2-TZVPD RIJCOSX def2/J DEFGRID3
* xyz 0 1
C 1.19842 -0.10357 -0.19212
C 0.72534 1.02875 -0.20044
C -0.81685 -0.62753 -0.26548
H 2.50740 -1.25536 0.05803
H 2.98225 0.34636 1.02870
H 1.34254 2.04896 -0.44850
H -1.90242 2.73543 -0.25658
H -1.80843 -2.41678 0.19910
H -2.90913 -1.22610 0.35668
N 2.61920 -0.18074 0.12132
N -0.67249 0.75776 -0.62252
N -1.92788 -1.48032 -0.00068
N 0.36285 -1.12619 -0.15941
O -1.70080 1.49931 0.38190
*
```

Kohn-Sham gap: 7.85 eV

natural (NBO) population analysis, charges in e, atoms 1 to 6:
1. C 0.2512
2. C -0.1627
3. C 0.5715
4. H 0.3923
5. H 0.4059
6. H 0.2268



Model 2:
The following is a DFT calculation (ωB97M-V/def2-TZVPD) of C3H6N4O as an isolated structure.

```
! wB97M-V def2-TZVPD RIJCOSX def2/J DEFGRID3
* xyz 0 1
C -0.50004 -0.76675 -0.26785
C 0.15103 0.46737 0.03853
N -1.73029 -1.11790 0.12165
N 0.59452 1.32620 -1.03080
N -0.35007 1.20756 1.14652
N 0.36953 -1.68559 -0.82454
C 1.42164 -1.18138 -0.23941
O 2.53202 -1.32006 0.13675
H -2.29719 -0.42540 0.58507
H -1.98810 -2.08859 0.18357
H 1.58285 1.54342 -0.95704
H 0.42629 0.92090 -1.94289
H 0.02547 0.91670 2.03928
H -0.23766 2.20352 1.01116
*
```

Kohn-Sham gap: 8.04 eV

natural (NBO) population analysis, charges in e, atoms 1 to 6:
1. C 0.3941
2. C 0.0880
3. N -0.7630
4. N -0.8368
5. N -0.8547
6. N -0.6073



Model 3:
The following is a DFT calculation (ωB97M-V/def2-TZVPD) of C3H6N4O as an isolated structure.

```
! wB97M-V def2-TZVPD RIJCOSX def2/J DEFGRID3
* xyz 0 1
C -1.99895 1.14355 -0.27510
C 1.43172 1.12634 0.24192
C 0.73641 -1.87575 -0.02502
H -2.19970 1.87965 -1.16240
H -3.03957 1.01879 0.55357
H 2.22940 1.93873 0.04159
H -0.11768 0.02822 0.85240
H 1.92323 -2.67387 0.03663
H -0.46256 -2.41521 -1.58274
N -0.81593 1.02616 0.20531
N 0.31177 1.59647 -0.26445
N 0.74281 -0.95659 1.19840
N -0.53059 -1.89284 -0.82288
O 1.78965 0.05635 1.00275
*
```

Kohn-Sham gap: 8.71 eV

natural (NBO) population analysis, charges in e, atoms 1 to 6:
1. C -0.0140
2. C 0.4072
3. C 0.2145
4. H 0.1878
5. H 0.2188
6. H 0.2090



Model 4:
The following is a DFT calculation (ωB97M-V/def2-TZVPD) of one molecule with the formula C3H6N4O.

```
! wB97M-V def2-TZVPD RIJCOSX def2/J DEFGRID3
* xyz 0 1
H -0.85167 -2.91961 -0.25884
N -1.11936 -2.04325 -0.71041
C -0.26295 -1.13201 -0.62956
N 0.95992 -0.91272 -0.22353
N 1.28322 0.08611 0.54987
N 2.49784 0.61803 0.21166
C -0.56428 0.70040 -0.49831
C -1.74868 0.76316 0.39622
O -0.05275 1.47028 -1.23042
H 3.00285 0.12962 -0.52364
H 3.04163 0.88343 1.01959
H -2.62463 1.05876 -0.18255
H -1.56464 1.47350 1.20369
H -1.99648 -0.17571 0.87621
*
```

Kohn-Sham gap: 7.50 eV

natural (NBO) population analysis, charges in e, atoms 1 to 6:
1. H 0.3440
2. N -0.6927
3. C 0.3229
4. N -0.2979
5. N 0.0028
6. N -0.5852



Stability, highest: model 2



Model 1:
The following is a DFT calculation (ωB97M-V/def2-TZVPD) of C3H6N4O as an isolated structure.

```
! wB97M-V def2-TZVPD RIJCOSX def2/J DEFGRID3
* xyz 0 1
C -0.88620 0.40808 1.34326
C 0.50890 -0.35474 -0.42260
C 1.86315 -0.13417 -1.27845
H -1.12296 2.92192 1.77135
H -2.03955 1.85128 2.67751
H -1.02556 -1.56255 1.67167
H -1.07002 -2.00765 -0.64401
H -0.07835 -1.60502 -2.14213
H 2.80269 0.14680 -0.37265
N -1.52195 1.65992 1.65026
N -1.36793 -0.52729 1.94224
N 0.16631 0.45878 0.43934
N -0.29708 -1.27924 -1.13879
O 1.84540 -0.18062 -2.63329
*
```

Kohn-Sham gap: 8.70 eV

natural (NBO) population analysis, charges in e, atoms 1 to 6:
1. C 0.5434
2. C 0.4017
3. C 0.3755
4. H 0.3867
5. H 0.4068
6. H 0.3375



Model 2:
The following is a DFT calculation (ωB97M-V/def2-TZVPD) of one molecule with the formula C3H6N4O.

```
! wB97M-V def2-TZVPD RIJCOSX def2/J DEFGRID3
* xyz 0 1
C -2.60853 0.21886 0.56229
N -2.03642 -0.20528 -0.62307
N -0.91302 -0.93643 -0.28559
C 0.06056 -0.18523 0.08019
C 1.47447 -0.78456 0.31256
N 2.59466 -1.39992 0.09398
N 0.43240 1.10320 -0.14835
O 1.87886 1.42412 0.07882
H -2.11617 0.94057 1.05476
H -3.56008 0.69338 0.51219
H -2.73480 -0.47653 1.38857
H -2.69896 -1.02386 -0.95204
H -0.22171 1.69604 -0.70579
H 2.19838 1.35187 -0.91727
*
```

Kohn-Sham gap: 9.52 eV

natural (NBO) population analysis, charges in e, atoms 1 to 6:
1. C -0.4419
2. N -0.4685
3. N -0.2925
4. C 0.2970
5. C 0.2401
6. N -0.3144



Model 3:
The following is a DFT calculation (ωB97M-V/def2-TZVPD) of one molecule with the formula C3H6N4O.

```
! wB97M-V def2-TZVPD RIJCOSX def2/J DEFGRID3
* xyz 0 1
N -0.41196 1.93157 -0.16819
C 0.15254 0.56908 -0.09302
C 1.33839 -0.11536 -0.15361
O 2.60081 0.36752 -0.00198
N 1.23376 -1.38817 -0.19743
C 0.00834 -1.70530 -0.16142
N -0.61130 -0.49511 -0.11485
N -1.96965 -0.47987 -0.02058
H -0.61950 2.15889 0.99196
H 0.15915 2.39080 -0.79315
H 3.31360 -0.35851 0.52149
H -0.56776 -2.60020 0.21095
H -2.10976 0.14658 -0.94140
H -2.51667 -0.42193 0.92122
*
```

Kohn-Sham gap: 8.28 eV

natural (NBO) population analysis, charges in e, atoms 1 to 6:
1. N -0.8508
2. C 0.1493
3. C 0.3621
4. O -0.7061
5. N -0.5051
6. C 0.1450



Model 4:
The following is a DFT calculation (ωB97M-V/def2-TZVPD) of one molecule with the formula C3H6N4O.

```
! wB97M-V def2-TZVPD RIJCOSX def2/J DEFGRID3
* xyz 0 1
O -1.55069 -1.85869 -0.83780
C -1.33192 -1.41594 0.48719
C -0.31992 -0.32505 0.35351
N -0.40716 0.77696 1.07084
N 0.57259 1.72334 1.00174
C 1.38546 1.67121 0.01226
N 1.24687 0.73881 -1.02180
N 0.68359 -0.50068 -0.59498
H -2.12456 -2.60386 -0.79344
H -0.93738 -2.24785 1.10587
H -2.23542 -0.98898 0.95591
H 2.17076 2.39721 -0.13876
H 2.17818 0.54101 -1.34040
H 0.28095 -0.97839 -1.39519
*
```

Kohn-Sham gap: 8.49 eV

natural (NBO) population analysis, charges in e, atoms 1 to 6:
1. O -0.7256
2. C -0.1181
3. C 0.3858
4. N -0.3376
5. N -0.3075
6. C 0.2269



Stability, highest: model 4



Model 1:
The following is a DFT calculation (ωB97M-V/def2-TZVPD) of one molecule with the formula C3H6N4O.

```
! wB97M-V def2-TZVPD RIJCOSX def2/J DEFGRID3
* xyz 0 1
H 2.28441 -0.63077 -0.76087
N 1.90883 0.18426 -1.28735
C 0.76414 0.33235 -0.72221
N -0.25912 1.21615 -0.95718
C -1.26961 1.20052 0.12850
C -0.93003 -0.11882 0.84711
O -1.70212 -0.78011 1.54950
N 0.38226 -0.46072 0.40863
N 0.87264 -1.80441 0.34315
H -0.07493 2.07548 -1.68613
H -1.24657 2.15748 0.82787
H -2.32027 1.15688 -0.23701
H 0.01882 -2.44616 0.23447
H 1.57156 -2.08211 1.31153
*
```

Kohn-Sham gap: 9.81 eV

natural (NBO) population analysis, charges in e, atoms 1 to 6:
1. H 0.3576
2. N -0.7163
3. C 0.5523
4. N -0.6316
5. C -0.3111
6. C 0.6654



Model 2:
The following is a DFT calculation (ωB97M-V/def2-TZVPD) of C3H6N4O as an isolated structure.

```
! wB97M-V def2-TZVPD RIJCOSX def2/J DEFGRID3
* xyz 0 1
C -1.74390 1.62195 -0.00028
C -0.54297 0.74109 -0.11752
C 1.53140 -0.09963 0.04152
H -2.40294 1.65912 0.81296
H -2.53082 1.79686 -1.11814
H -0.89636 2.61873 0.15024
H 2.98998 0.94630 -0.18802
H -2.52122 -1.18895 -0.57337
H -2.42637 -1.22110 1.27817
N 0.70786 1.10095 0.03085
N 2.76854 0.00224 0.16880
N -0.63550 -0.65272 0.04074
N -1.87179 -1.60264 0.08000
O 0.69210 -1.26577 -0.26835
*
```

Kohn-Sham gap: 8.84 eV

natural (NBO) population analysis, charges in e, atoms 1 to 6:
1. C -0.6824
2. C 0.3819
3. C 0.6452
4. H 0.2396
5. H 0.2410
6. H 0.2792



Stability, highest: model 1



Model 1:
The following is a DFT calculation (ωB97M-V/def2-TZVPD) of C4H4CdN2O4 as an isolated structure.

```
! wB97M-V def2-TZVPD RIJCOSX def2/J DEFGRID3
* xyz 2 1
O -3.72173 2.15790 -2.82558
C -2.96969 2.37639 -2.00054
Cd 0.68059 1.79168 1.36600
C -1.37696 1.95580 2.62416
C 1.61095 3.13823 -0.41551
O -2.07581 2.21680 3.50053
O 2.27249 3.93388 -0.91668
N 1.52625 -2.12445 0.67768
C 0.53287 -1.75247 -0.15646
N 0.01545 -2.67196 -1.02313
O 0.07542 -0.58602 -0.15392
H 1.82673 -3.08596 0.60023
H 1.92124 -1.43647 1.33408
H -0.73004 -2.30325 -1.61420
H 0.41225 -3.61010 -0.99666
*
```

Kohn-Sham gap: 5.53 eV

natural (NBO) population analysis, charges in e, atoms 1 to 6:
1. O -0.4434
2. C 0.4463
3. Cd 1.5738
4. C 0.4089
5. C 0.4092
6. O -0.2657



Model 2:
The following is a DFT calculation (ωB97M-V/def2-TZVPD) of C4H4CdN2O4 as an isolated structure.

```
! wB97M-V def2-TZVPD RIJCOSX def2/J DEFGRID3
* xyz 2 1
O 0.73523 -2.62984 -1.67787
C 0.46737 -1.68572 -1.07918
Cd 0.10698 0.02180 0.13439
C -1.91816 -0.15934 0.71131
C 0.13848 1.64523 -1.21855
O -2.99019 -0.24708 1.11735
O 0.22084 2.57033 -1.89608
N 1.98742 1.39952 3.43032
C 2.16885 0.32365 2.61623
N 3.12808 -0.63276 2.74358
O 1.38138 0.20930 1.66928
H 2.57884 1.52779 4.18120
H 1.26061 2.05217 3.26638
H 3.18384 -1.38930 2.09454
H 3.75799 -0.58251 3.46246
*
```

Kohn-Sham gap: 9.05 eV

natural (NBO) population analysis, charges in e, atoms 1 to 6:
1. O -0.2575
2. C 0.3672
3. Cd 1.5857
4. C 0.3654
5. C 0.3654
6. O -0.2539



Stability, highest: model 2



Model 1:
The following is a DFT calculation (ωB97M-V/def2-TZVPD) of a 3-piece molecular cluster, C4H13NO2 overall.

```
! wB97M-V def2-TZVPD RIJCOSX def2/J DEFGRID3
* xyz -1 2
C -1.25659 -1.22207 2.12111
C -0.79694 -0.10432 1.10333
C 0.45430 -0.70048 0.43367
C 1.04662 0.42802 -1.76929
N 1.05222 0.46839 -0.39239
H -2.22339 -0.91678 2.57491
H -1.42258 -2.15591 1.60935
H -0.58852 -1.33692 2.95306
H -0.35363 0.82131 1.46569
H -1.57592 0.06624 0.33832
H 0.16689 -1.58622 -0.05106
H 1.23936 -0.92168 1.17021
H 0.64260 -0.50738 -2.14365
H 1.53492 1.17519 -2.57487
H 3.23951 1.18628 -0.52782
H 4.21701 1.74191 0.32611
O 4.14235 1.51225 -0.66275
H -2.56471 0.19265 -2.15785
H -3.71589 0.99559 -1.46988
O -3.23760 0.86392 -2.34620
*
```

Kohn-Sham gap (spin up / spin down): 3.40 / 7.36 eV
⟨S²⟩: 0.754

natural (NBO) population analysis, charges in e, atoms 1 to 6:
1. C -0.6177
2. C -0.4127
3. C -0.2301
4. C -0.5099
5. N -0.7108
6. H 0.1825



Model 2:
The following is a DFT calculation (ωB97M-V/def2-TZVPD) of a 3-piece molecular cluster, C4H13NO2 overall.

```
! wB97M-V def2-TZVPD RIJCOSX def2/J DEFGRID3
* xyz -1 2
C -0.15640 -1.93282 -1.97370
C 0.24340 -0.72168 -1.55077
N 0.22873 -0.31588 -0.19688
C 1.15984 0.71387 0.24959
C 0.86389 2.04249 -0.33867
H -0.19082 -2.30473 -2.98520
H -0.13325 -2.68554 -1.19797
H 0.75677 -0.03038 -2.21269
H 0.18170 -1.03730 0.49523
H 2.16958 0.32620 0.11016
H 1.05355 0.84478 1.34191
H 1.65547 2.75171 -0.01872
H -0.09627 2.41778 -0.03932
H 0.86486 1.99198 -1.44563
H -1.30480 0.41397 0.29280
H -2.78779 0.52571 0.72793
O -1.91488 0.70346 1.04040
H -1.04201 -0.49732 2.16428
H -1.05600 -1.86949 3.06237
O -0.49558 -1.33680 2.47489
*
```

Kohn-Sham gap (spin up / spin down): 2.66 / 8.90 eV
⟨S²⟩: 0.750

natural (NBO) population analysis, charges in e, atoms 1 to 6:
1. C -0.6028
2. C -0.0396
3. N -0.6714
4. C -0.2661
5. C -0.6597
6. H 0.1950



Stability, highest: model 2



Model 1:
The following is a DFT calculation (ωB97M-V/def2-TZVPD) of an isolated ion of composition CH2O3P2 and charge -2.

```
! wB97M-V def2-TZVPD RIJCOSX def2/J DEFGRID3
* xyz -2 1
C -0.31919 0.01385 0.04124
P -0.85998 1.82116 -0.05114
O -0.98112 2.44363 1.32166
O -1.97087 2.17340 -1.00471
P 1.21825 2.37914 -0.57982
O 1.79290 2.25061 -1.98862
H 0.33432 0.08566 0.92753
H 0.46154 -0.30299 -0.66294
*
```

Kohn-Sham gap: 5.88 eV

natural (NBO) population analysis, charges in e, atoms 1 to 6:
1. C -1.2365
2. P 1.8224
3. O -1.2229
4. O -1.2136
5. P 0.6609
6. O -1.1434



Model 2:
The following is a DFT calculation (ωB97M-V/def2-TZVPD) of an isolated ion of composition CH2O3P2 and charge -2.

```
! wB97M-V def2-TZVPD RIJCOSX def2/J DEFGRID3
* xyz -2 1
C -0.78127 0.72141 0.68397
P 0.29167 0.66163 -0.78345
O 1.44392 1.58173 -0.87751
O -0.48546 0.38912 -2.01689
P 1.16915 -1.38249 0.32081
O 0.08052 -2.43425 0.33676
H -0.39497 0.68841 1.71174
H -1.32356 -0.22555 0.62456
*
```

Kohn-Sham gap (spin up / spin down): 5.43 / 5.37 eV

natural (NBO) population analysis, charges in e, atoms 1 to 6:
1. C -1.2607
2. P 1.9753
3. O -1.2179
4. O -1.2070
5. P 0.5002
6. O -1.1503



Stability, highest: model 1